DFT (ωB97M-V with the def2-TZVPD basis set) results for a structure of composition C19H23AsCoN2O3.

Geometry (Å):
As 0.1709 -3.0038 -0.5203
Co -0.2225 0.0803 0.4207
O 1.5952 -0.6179 0.5178
O -0.7856 -1.6614 -0.6901
O -0.0061 1.6015 -0.7381
N -2.0736 0.5920 0.7097
N -0.3579 -0.3620 2.3972
C 0.5897 0.0388 3.1579
C 0.5615 -3.4642 1.3068
C 1.9745 0.1484 2.7574
C 3.7691 0.0394 1.1353
C -0.8306 -4.4995 -1.2158
C 2.4009 -0.1522 1.4285
C 2.9064 0.5899 3.7089
C 1.8239 -2.9796 -1.4953
C -2.7779 4.1028 -2.5139
C -1.4225 4.1104 -2.8855
C 4.2358 0.7463 3.3994
C 4.6567 0.4732 2.0923
C -2.2860 2.3215 -0.9427
C -0.9025 2.3408 -1.2946
C -0.5177 3.2582 -2.3076
C -2.6540 -0.3265 1.6735
C -1.7325 -0.3805 2.8942
C -3.1877 3.2072 -1.5614
C -2.7923 1.4153 0.0447
H -1.9191 -1.3048 3.4476
H 2.5550 0.8107 4.7118
H 1.0143 -2.5968 1.7795
H -4.2318 3.1639 -1.2680
H -2.6655 -1.3146 1.2052
H -1.8346 -4.4397 -0.7996
H -3.6770 -0.0551 1.9499
H -3.8696 1.4416 0.2337
H 2.3673 -3.9048 -1.3064
H 4.0893 -0.1523 0.1190
H -0.3729 -3.7214 1.8041
H 1.2406 -4.3155 1.3364
H 2.3889 -2.1171 -1.1510
H 0.5239 3.2600 -2.6010
H 4.9416 1.0789 4.1477
H -0.3733 -5.4516 -0.9503
H 0.3539 0.3426 4.1841
H 1.6013 -2.8835 -2.5563
H -1.9147 0.4623 3.5687
H 5.6969 0.6173 1.8263
H -3.4780 4.7904 -2.9676
H -0.8909 -4.4079 -2.2987
H -1.0875 4.8019 -3.6497

Output
HOMO (alpha / beta), eV: -7.2 / -7.3
Energy relative to the best compared isomer or geometry (same formula, charge and spin), kJ/mol: 28.26
DFT total energy, Eh: -4691.6007
Strongest force on any atom, hartree/bohr: 0.0176
Multiplicity: 2


DFT (ωB97M-V with the def2-TZVPD basis set) results for a structure of composition C17H32IrN3O16P2Si at a distorted geometry.

Geometry (Å):
Ir -0.5935 -0.0143 -0.9940
P -3.1948 0.1836 -1.8304
P -3.3463 -0.9772 0.6776
Si 2.7292 0.9311 1.9756
O -2.4593 1.3394 -1.1362
O 3.4291 2.2066 -4.9630
O 1.4508 -0.0015 -1.4901
O 2.1353 1.2871 3.4222
O 4.0531 0.0492 2.0628
O -1.8793 -1.2055 0.2201
O -4.0800 -2.0398 1.3371
O -4.1996 0.7166 -2.9264
O -0.0013 1.1641 1.1677
O -3.4525 0.4061 1.4509
O 1.5804 -0.2441 1.3112
O -4.0843 -0.5891 -0.7931
O 2.7610 2.1112 0.9071
O 3.1796 0.7151 -2.6977
O 2.0099 3.2525 -6.3130
O -2.1219 -0.6797 -2.4816
N 0.3982 0.0637 0.8989
N -0.2296 1.3805 -2.8121
N -0.9738 2.0802 -3.6792
C 5.0008 -0.6035 1.1668
C 2.1353 3.8005 -0.6213
C 1.0053 1.4478 -3.2612
C 2.5684 3.5456 0.8073
C 4.0563 1.8618 4.8235
C 1.6925 2.2247 5.5501
C 2.5767 -0.1050 5.3177
C 1.5090 4.0185 1.7894
C 5.9890 -1.2976 2.0790
C 5.6705 0.4711 0.3300
C 3.9133 4.1910 1.0916
C 1.0754 2.1949 -4.4475
C 1.9817 0.6843 -2.4541
C 2.2107 2.5962 -5.3257
C -0.2225 2.5789 -4.6761
C 4.2554 -1.5959 0.2934
C 2.6348 1.3160 4.7868
H 3.7489 -2.3444 0.9101
H 1.7866 3.2574 5.2061
H -0.6336 3.1787 -5.4739
H 3.1609 -0.7716 4.6764
H 4.3571 2.0171 5.8617
H -1.9671 2.1737 -3.5403
H 3.4078 1.6605 -4.1407
H 3.8589 5.2711 0.9322
H 0.5208 3.6165 1.5433
H 1.4578 5.1086 1.7461
H 0.6590 1.9005 5.4070
H 6.1297 1.2216 0.9794
H 6.5638 -0.5685 2.6563
H -5.1327 0.5901 -2.7081
H 4.2131 4.0118 2.1297
H 4.7630 1.1746 4.3520
H 4.9638 -2.1068 -0.3628
H 6.4484 0.0257 -0.2965
H 1.1833 3.3005 -0.8227
H 5.4606 -1.9562 2.7724
H 4.6802 3.7769 0.4310
H 1.7528 3.7199 2.8116
H 1.9247 2.1951 6.6182
H 1.5436 -0.4634 5.3472
H 4.9441 0.9627 -0.3271
H 3.5124 -1.0940 -0.3336
H 2.9910 -0.1466 6.3281
H 2.8868 3.4289 -1.3219
H 4.1086 2.8275 4.3066
H 2.0010 4.8723 -0.7848
H 6.6842 -1.9005 1.4890
H -3.0142 1.1291 0.9745

Output
HOMO (alpha / beta), eV: -9.4 / -10.4
Energy relative to the best compared isomer or geometry (same formula, charge and spin), kJ/mol: 51.38
DFT total energy, Eh: -3111.9486
Strongest force on any atom, hartree/bohr: 0.0356
Multiplicity: 5


DFT (ωB97M-V with the def2-TZVPD basis set) results for a cluster of 28 separate species, H56O28 in total at a distorted geometry.

Geometry (Å):
O 2.2594 4.0730 -2.5018
O 3.0160 4.9522 0.2576
O -3.3651 -4.3605 2.1630
O 1.4875 -0.8419 -5.0758
O -4.7830 3.5402 1.2466
O 1.6307 -1.9554 -1.8638
O 1.8776 0.5819 5.6240
O 4.2296 -1.5377 -1.5294
O -0.3268 0.0172 -3.0665
O -2.0186 3.0796 1.2747
O -1.0154 4.4925 -1.7593
O -0.2123 -0.5701 0.1834
O 2.4770 1.6118 -4.3313
O -3.2117 -4.7028 -1.3135
O -1.5655 2.2534 -3.9901
O 2.6745 3.7171 3.8338
O -4.0113 -0.5180 0.6195
O -3.1930 -1.3372 3.3217
O -1.4225 1.0917 2.8593
O 1.1691 -4.5516 -0.9383
O 3.0947 2.3859 0.4601
O 1.1613 -3.3788 2.1810
O 0.2259 -5.9465 -3.2443
O 1.4109 1.4891 2.5439
O -1.3507 -2.5229 1.5759
O 0.1600 2.2883 -0.5606
O 0.3594 -0.8822 3.6072
O -2.3662 -2.1236 -1.3173
H -3.8620 3.3388 1.4123
H 1.0718 -6.0600 -3.6776
H -1.4494 2.8091 -4.7608
H -5.2434 2.7194 1.4214
H 5.0584 -1.7905 -1.1225
H -1.4506 2.8457 0.5406
H -2.4173 -4.1702 -1.2727
H -0.1940 0.3852 0.1269
H -0.8572 4.9582 -2.5806
H 2.4893 2.0147 1.1018
H -2.1366 0.6469 2.4028
H 2.2237 4.4648 -1.6292
H 3.8295 1.7728 0.4406
H -3.5856 -2.0704 3.7955
H 1.5957 -2.6823 1.6886
H 2.0576 0.7542 -4.4009
H 0.8224 2.0351 3.0651
H 2.5852 -1.8937 -1.8998
H 2.7349 3.2517 -2.3768
H -2.8278 -3.8019 1.6012
H -2.5770 -1.7464 2.7139
H 0.9485 -3.7068 -1.3307
H -1.2238 0.5246 3.6043
H 1.8154 3.8085 4.2457
H 0.9837 -0.7862 -4.2638
H -2.0554 -1.4929 -0.6678
H 1.8626 0.5650 4.6671
H -1.7627 2.4810 1.9764
H 1.0796 2.1488 -0.7865
H 0.6133 -1.4600 4.3268
H -0.1356 2.9678 -1.1664
H 2.4303 1.3323 5.8422
H 3.9350 5.1914 0.1380
H -2.8386 -5.1496 2.2908
H -1.9387 2.8357 -3.3284
H -0.9495 -0.5025 -2.5582
H 0.8264 -0.9251 -5.7631
H 1.8536 2.2172 -4.7327
H 1.3277 -1.4211 -2.5979
H -2.9875 -1.6302 -1.8527
H -3.7032 -1.0770 1.3328
H 2.6175 2.8999 3.3386
H -3.7217 -4.4318 -0.5502
H -0.8302 0.7772 -3.3583
H 2.1026 -4.4863 -0.7372
H 4.4848 -1.0080 -2.2847
H 0.2444 -0.8659 -0.6041
H 3.0413 4.0419 0.5525
H 1.0163 0.6174 2.5707
H -0.2079 -1.4208 3.0556
H -1.4575 5.1327 -1.2018
H -4.3350 -1.1295 -0.0419
H -0.9935 -1.8892 0.9539
H -0.5938 -3.0379 1.8552
H 0.4273 -5.4501 -2.4510
H 1.8650 -3.7969 2.6771

Output
HOMO, eV: -10.3
Energy relative to the best compared isomer or geometry (same formula, charge and spin), kJ/mol: 249.90
DFT total energy, Eh: -2140.3522
Strongest force on any atom, hartree/bohr: 0.0227